[1]
{"formula": "C26H20N4O4", "method": "wB97M-V/def2-TZVPD", "homo_energy_ev": -8.1182, "gap_ev": 7.4, "smiles": "COc1ccccc1-c1cc(C(=O)N/N=C/C=C/c2ccccc2[N+](=O)[O-])c2ccccc2n1", "total_energy_ha": -1522.6426, "species": ["C", "H", "O", "C", "C", "C", "C", "C", "C", "C", "N", "C", "C", "C", "C", "C", "C", "C", "C", "H", "C", "O", "N", "N", "C", "C", "C", "C", "C", "C", "C", "C", "C", "N", "O", "O", "H", "H", "H", "H", "H", "H", "H", "H", "H", "H", "H", "H", "H", "H", "H", "H", "H", "H"], "positions_angstrom": [[-1.831488, 2.978407, 1.424131], [-0.896000, 3.547202, 1.457999], [-1.610174, 1.638127, 1.065399], [-0.858457, 0.842506, 1.883198], [-0.260243, 1.322830, 3.043734], [0.477552, 0.490038, 3.866759], [0.622564, -0.847335, 3.548192], [0.038752, -1.330639, 2.394898], [-0.699120, -0.515320, 1.535981], [-1.211691, -1.147460, 0.307541], [-1.231662, -2.462036, 0.306838], [-1.577128, -3.128928, -0.802771], [-1.611353, -4.539356, -0.741050], [-1.915458, -5.271989, -1.852660], [-2.193922, -4.631403, -3.070319], [-2.171339, -3.266550, -3.164675], [-1.876940, -2.479213, -2.035553], [-1.849105, -1.057360, -2.021900], [-1.572209, -0.407733, -0.842316], [-1.608429, 0.663601, -0.787526], [-2.106596, -0.290033, -3.268851], [-2.941409, -0.558124, -4.106847], [-1.293985, 0.808462, -3.471976], [-0.383144, 1.202586, -2.596876], [0.275788, 2.287449, -2.714025], [1.152856, 2.681171, -1.644016], [1.341810, 1.904106, -0.562044], [2.080300, 2.277901, 0.623447], [2.080621, 3.609628, 1.057405], [2.681832, 3.989216, 2.239260], [3.303003, 3.044464, 3.046019], [3.328471, 1.725863, 2.644054], [2.734404, 1.343198, 1.445833], [2.858912, -0.039000, 1.072436], [3.178249, -0.823394, 1.942321], [2.664019, -0.348058, -0.085206], [3.814992, 0.967630, 3.238498], [3.766202, 3.338796, 3.974449], [2.661300, 5.025693, 2.541808], [1.573381, 4.347538, 0.454327], [0.884549, 0.925596, -0.574585], [1.648766, 3.635963, -1.752086], [0.162607, 2.958756, -3.572451], [-1.475843, 1.343766, -4.328385], [-2.401979, -2.780271, -4.099448], [-2.429583, -5.227481, -3.939679], [-1.940645, -6.350966, -1.804467], [-1.385488, -5.006037, 0.204910], [0.150068, -2.365904, 2.115778], [1.197010, -1.503853, 4.181368], [0.933485, 0.896875, 4.757129], [-0.362554, 2.360937, 3.317778], [-2.345206, 3.060770, 2.386999], [-2.471080, 3.386241, 0.642210]], "atomic_forces_ev_per_a": [[-0.030, 0.284, 0.048], [-0.033, -0.033, 0.023], [0.102, -0.442, 0.009], [0.068, -0.156, 0.113], [-0.155, 0.253, -0.044], [-0.080, -0.127, -0.002], [-0.043, 0.089, 0.123], [-0.036, 0.158, -0.002], [0.146, 0.301, 0.385], [-0.324, -0.391, -0.403], [0.081, 0.282, 0.412], [-0.165, 0.066, -0.687], [-0.049, -0.204, -0.181], [0.052, -0.036, 0.304], [-0.004, 0.255, -0.178], [-0.082, -0.281, -0.282], [0.103, 0.088, 0.405], [-0.007, -0.274, 0.614], [-0.246, -0.162, -0.292], [0.041, -0.124, 0.024], [0.035, 0.248, -0.147], [-0.022, -0.073, 0.066], [-0.317, 0.435, -1.073], [0.749, 0.356, 0.428], [-0.767, -0.353, -0.831], [0.616, -0.128, 1.016], [-0.393, 0.210, -0.956], [0.425, -0.073, 0.529], [0.022, -0.197, -0.039], [0.079, -0.015, 0.091], [-0.073, 0.070, -0.119], [0.021, -0.246, -0.123], [-0.035, 1.453, 0.298], [0.134, -0.752, -0.033], [0.128, -0.199, 0.067], [-0.008, -0.097, -0.257], [-0.005, -0.004, 0.015], [0.052, 0.001, 0.088], [-0.012, 0.091, 0.017], [-0.095, 0.032, -0.043], [-0.067, 0.022, 0.039], [0.067, 0.089, 0.071], [-0.080, -0.085, 0.008], [-0.002, -0.233, 0.317], [-0.021, -0.004, -0.031], [-0.016, -0.011, -0.084], [0.006, -0.076, 0.042], [0.034, -0.034, 0.099], [0.033, -0.047, -0.010], [0.079, -0.076, 0.051], [0.040, 0.043, 0.082], [-0.033, 0.101, -0.015], [0.043, -0.017, -0.025], [0.044, 0.023, 0.071]], "nbo_charge": [-0.2494, 0.1757, -0.5245, 0.3896, -0.3290, -0.1859, -0.2362, -0.1434, -0.1623, 0.1996, -0.4024, 0.1406, -0.1926, -0.2044, -0.2097, -0.2001, -0.0003, -0.1097, -0.1881, 0.2539, 0.6592, -0.5812, -0.4205, -0.2076, 0.0041, -0.2295, -0.1776, 0.0501, -0.2198, -0.1783, -0.2188, -0.1677, 0.0123, 0.5255, -0.3750, -0.3685, 0.2518, 0.2231, 0.2195, 0.2180, 0.2472, 0.2057, 0.1614, 0.3779, 0.2359, 0.2135, 0.2136, 0.2238, 0.2462, 0.2197, 0.2132, 0.2190, 0.1816, 0.2009]}


[2]
{"formula": "C26H24Cl2N4O8", "method": "wB97M-V/def2-TZVPD", "homo_energy_ev": -9.7098, "gap_ev": 9.0, "smiles": "O=[N+]([O-])c1ccccc1.O=[N+]([O-])c1ccccc1.O=[N+]([O-])c1ccccc1.O=[N+]([O-])c1ccccc1.ClCCCl", "total_energy_ha": -2746.1214, "de_lowest_kj_mol": 23.0, "species": ["Cl", "C", "C", "Cl", "H", "H", "H", "H", "C", "C", "C", "C", "C", "C", "N", "O", "O", "H", "H", "H", "H", "H", "C", "C", "C", "C", "C", "C", "N", "O", "O", "H", "H", "H", "H", "H", "C", "C", "C", "C", "C", "C", "N", "O", "O", "H", "H", "H", "H", "H", "C", "C", "C", "C", "C", "C", "N", "O", "O", "H", "H", "H", "H", "H"], "positions_angstrom": [[-0.483900, -0.391138, -1.759323], [-0.387315, 0.401168, -0.174831], [0.235601, -0.524866, 0.841194], [1.015001, 0.376013, 2.165579], [-1.398536, 0.674126, 0.123779], [0.184692, 1.318156, -0.291868], [1.008813, -1.121946, 0.357627], [-0.448873, -1.238079, 1.288847], [1.062900, 7.664670, 1.308315], [0.493637, 7.961265, 0.086387], [0.408075, 6.992029, -0.889609], [0.850027, 5.719482, -0.591198], [1.507869, 5.422867, 0.584659], [1.580011, 6.405285, 1.557001], [0.681268, 4.652844, -1.585434], [0.733942, 3.499755, -1.179746], [0.550712, 4.972950, -2.739445], [1.100599, 8.398125, 2.103359], [0.040343, 8.926704, -0.092933], [0.000887, 7.194459, -1.869758], [1.827520, 4.408166, 0.772785], [2.057232, 6.173839, 2.500398], [3.731408, -5.303945, 2.537676], [3.109569, -4.059275, 2.562788], [1.973991, -3.861195, 1.808313], [1.505615, -4.881825, 0.998129], [2.127421, -6.111450, 0.956754], [3.238401, -6.341209, 1.746278], [0.430347, -4.594275, 0.055438], [0.220701, -5.410027, -0.813507], [-0.190559, -3.551468, 0.190231], [4.576246, -5.518709, 3.181307], [3.590713, -3.299614, 3.162942], [1.437676, -2.922591, 1.806116], [1.667707, -6.878757, 0.345718], [3.678216, -7.326880, 1.789971], [-3.133100, 3.456263, 2.058867], [-1.956005, 3.417680, 1.312344], [-0.738418, 3.388065, 1.956098], [-0.720225, 3.310204, 3.339958], [-1.867201, 3.278543, 4.092674], [-3.093554, 3.409831, 3.442121], [0.584375, 3.159944, 3.996369], [0.583966, 2.971329, 5.194421], [1.585821, 3.241293, 3.305741], [-4.061153, 3.451425, 1.498918], [-1.997445, 3.325406, 0.234698], [0.208523, 3.302861, 1.451585], [-1.826286, 3.173134, 5.165873], [-3.946318, 3.317173, 4.102018], [0.193347, -4.134654, -4.526785], [-0.340479, -4.862046, -5.583234], [-1.674177, -5.222722, -5.602625], [-2.492760, -4.784022, -4.578501], [-1.997380, -4.060395, -3.505489], [-0.668264, -3.676031, -3.531555], [-3.910622, -5.125348, -4.593996], [-4.500542, -5.143778, -3.538431], [-4.404779, -5.381430, -5.679697], [1.258280, -3.953163, -4.518471], [0.256530, -5.139209, -6.444284], [-2.099704, -5.801005, -6.409925], [-2.677802, -3.682444, -2.755747], [-0.282570, -3.061570, -2.726906]], "atomic_forces_ev_per_a": [[-0.085, -0.086, -0.160], [-0.354, 0.389, 0.387], [0.491, -0.618, -0.226], [-0.001, 0.051, 0.079], [0.011, -0.006, -0.077], [0.120, -0.123, -0.068], [0.076, 0.171, 0.057], [-0.253, 0.165, -0.067], [0.108, 0.006, 0.520], [-0.375, 0.291, -0.066], [-0.177, -0.187, -0.370], [0.416, 0.102, -0.078], [-0.603, -0.331, 0.285], [0.397, -0.168, -0.036], [0.546, -0.284, 0.345], [-0.173, 0.196, -0.083], [-0.271, 0.048, -0.406], [-0.025, 0.122, -0.113], [0.201, 0.099, -0.025], [-0.144, 0.003, 0.059], [0.246, 0.107, -0.004], [-0.051, 0.037, 0.013], [-0.106, -0.559, -0.046], [0.648, -0.606, 0.154], [-0.377, 0.550, -0.202], [0.818, 0.341, 0.244], [-0.479, -0.506, -0.231], [-0.190, 0.346, 0.353], [-0.490, 0.083, 0.124], [-0.107, -0.083, -0.166], [0.126, -0.169, -0.042], [0.075, 0.230, -0.089], [-0.443, 0.270, 0.010], [0.138, 0.055, 0.041], [0.283, -0.017, -0.045], [0.102, 0.020, -0.094], [-0.135, -0.125, -0.401], [-0.106, -0.025, 0.111], [0.239, -0.379, 0.327], [0.166, -0.044, -0.421], [-0.341, 0.382, 0.039], [0.486, -0.568, 0.544], [0.083, 0.163, 0.071], [0.122, -0.051, 0.044], [-0.111, 0.064, 0.159], [-0.121, 0.078, 0.288], [-0.002, 0.256, -0.022], [-0.119, 0.057, -0.265], [0.098, -0.012, 0.007], [-0.370, 0.272, -0.477], [-0.597, -0.060, -0.267], [0.127, -0.235, -0.269], [-0.409, 0.266, -0.142], [0.558, -0.153, 0.466], [-0.246, 0.642, -0.556], [0.650, -0.301, 0.428], [-0.065, -0.265, -0.543], [-0.236, 0.082, 0.232], [-0.026, 0.007, 0.213], [-0.023, 0.335, 0.122], [0.212, -0.123, 0.241], [0.025, 0.054, -0.037], [0.081, -0.172, 0.127], [-0.043, -0.084, 0.006]], "nbo_charge": [-0.0515, -0.3973, -0.3893, -0.0653, 0.2172, 0.2401, 0.2220, 0.2308, -0.1827, -0.2075, -0.1912, 0.0204, -0.1925, -0.1944, 0.5362, -0.4084, -0.3527, 0.2217, 0.2241, 0.2471, 0.2529, 0.2304, -0.1722, -0.2014, -0.1867, 0.0149, -0.1827, -0.2105, 0.5335, -0.3606, -0.3981, 0.2195, 0.2289, 0.2439, 0.2488, 0.2252, -0.1810, -0.2119, -0.2159, 0.0815, -0.2047, -0.2138, 0.5222, -0.3697, -0.3907, 0.2225, 0.2265, 0.2558, 0.2472, 0.2257, -0.1873, -0.2078, -0.1960, 0.0277, -0.1886, -0.1874, 0.5290, -0.3698, -0.3844, 0.2200, 0.2178, 0.2438, 0.2474, 0.2298]}


[3]
{"formula": "C5H8N2O3", "method": "wB97M-V/def2-TZVPD", "homo_energy_ev": -9.7912, "gap_ev": 10.4, "smiles": "Cc1conc1C(=O)O.N", "total_energy_ha": -530.5098, "de_lowest_kj_mol": 177.3, "species": ["C", "C", "C", "O", "N", "C", "C", "O", "H", "H", "H", "H", "O", "H", "N", "H", "H", "H"], "positions_angstrom": [[-1.500096, -2.351734, 0.081286], [-1.474601, -0.859785, 0.070857], [-2.536586, -0.010476, 0.007968], [-2.119329, 1.262671, -0.016518], [-0.770938, 1.300645, 0.058706], [-0.369798, 0.051566, 0.093448], [1.099726, -0.209928, 0.144427], [1.710309, -0.402386, 1.171586], [-1.095536, -2.748374, 1.021500], [-2.530328, -2.708923, -0.035575], [-0.893232, -2.756286, -0.739666], [-3.610480, -0.167868, -0.035228], [1.591461, -0.453719, -1.068699], [2.113345, -1.268650, -1.050738], [2.460160, 2.593738, 0.065176], [2.168897, 3.156555, 0.860876], [3.460563, 2.431187, 0.146618], [2.296468, 3.141775, -0.776027]], "atomic_forces_ev_per_a": [[0.174, -0.139, 0.053], [-0.230, 0.315, -0.115], [0.263, -0.228, -0.067], [-0.870, 0.038, 0.165], [0.692, -0.476, -0.115], [-0.330, 1.368, 0.099], [0.236, -1.222, 1.885], [-0.601, 0.232, -0.933], [-0.110, 0.057, -0.203], [0.290, 0.024, 0.028], [-0.181, 0.039, 0.164], [0.335, 0.035, 0.012], [-0.104, -0.415, -1.136], [0.485, 0.420, 0.205], [0.026, 0.098, -0.052], [0.053, -0.137, -0.173], [-0.189, 0.082, -0.014], [0.060, -0.091, 0.196]], "nbo_charge": [-0.6326, -0.1264, 0.1201, -0.2635, -0.0837, 0.0187, 0.7990, -0.5419, 0.2294, 0.2255, 0.2217, 0.2134, -0.6856, 0.5013, -1.0749, 0.3628, 0.3572, 0.3594]}